Record 1
C26H16BF12NO4V as an isolated structure. Source: the Open Molecules 2025 dataset; level of theory: ωB97M-V/def2-TZVPD.

Each line ends with the Mulliken charge.
Positions of all 61 atoms, in Å:
V1 0.4827 -0.1488 0.2520  0.36
F1 -0.7602 1.0088 3.1594  -0.24
F2 0.5473 4.5127 1.2713  -0.28
F3 3.6281 -0.7902 -2.8485  -0.27
F4 2.6193 -0.8181 -4.7355  -0.29
F5 -0.1686 -2.5236 -2.1626  -0.24
F6 -1.3841 3.0433 3.5523  -0.30
F7 0.6939 2.6039 3.2248  -0.28
F8 0.6407 -2.5075 -4.1611  -0.32
F9 1.9236 -2.9622 -2.4836  -0.30
F10 2.7045 1.0120 -3.5788  -0.29
F11 -1.5954 4.7007 1.3992  -0.29
F12 -0.6751 4.0926 -0.4579  -0.23
O1 1.1675 -3.4215 1.1999  -0.40
O2 0.4260 1.8514 0.7141  -1.14
O3 -1.0849 -3.1004 0.9204  -0.30
O4 1.5764 -0.4366 -1.3843  -1.17
N1 -1.0888 0.4298 -1.0227  0.77
C1 -0.6009 3.9395 0.8700  0.51
C2 -0.6639 2.4253 1.2364  1.83
C3 0.9078 -2.1673 -2.8720  0.52
C4 -1.2192 -6.7201 1.5302  -0.46
C5 1.0437 -5.8466 1.6048  -0.89
C6 -4.4758 1.7945 1.1153  0.56
C7 -1.9812 1.7625 -4.3428  -1.11
C8 -1.7367 -5.4476 1.2590  -0.91
C9 1.2256 -0.6520 -2.6641  1.84
C10 -2.0486 1.8618 0.7712  -0.07
C11 0.1447 -6.9165 1.6998  -0.47
C12 -3.4476 0.4168 -0.5624  0.28
C13 -0.0864 0.3766 -4.5746  -0.69
C14 -4.5749 0.8376 0.1102  -0.93
C15 0.5248 -4.5988 1.3382  0.83
C16 -1.9472 1.5539 -2.9833  -0.48
C17 -0.5413 2.2834 2.8010  0.46
C18 0.0168 0.1647 -3.2024  -0.57
C19 2.5372 -0.3159 -3.4693  0.36
C20 -0.8439 -4.4021 1.1676  0.58
C21 -1.0038 0.6954 -2.3448  0.55
C22 -2.1676 0.9222 -0.2871  -0.77
C23 -3.2128 2.2767 1.4240  -0.83
C24 -1.0752 1.3650 -6.6787  -1.73
C25 -5.6880 2.2598 1.8806  -1.52
C26 -1.0642 1.1480 -5.1883  0.30
B1 0.1827 -2.3858 0.9013  0.16
H1 -0.5848 2.3020 -6.9676  0.29
H2 0.6471 -0.0841 -5.2208  0.37
H3 -2.0957 1.4019 -7.0711  0.38
H4 -5.5443 0.4171 -0.1425  0.30
H5 -2.7410 2.4244 -4.7533  0.33
H6 0.5205 -7.9124 1.9039  0.34
H7 -6.6051 2.0555 1.3242  0.36
H8 -5.6456 3.3337 2.0759  0.37
H9 -3.1364 3.0137 2.2087  0.40
H10 -1.8942 -7.5650 1.6042  0.33
H11 -3.5170 -0.3278 -1.3460  0.54
H12 2.1101 -5.9868 1.7282  0.42
H13 -0.5529 0.5563 -7.1949  0.36
H14 -2.7973 -5.2813 1.1195  0.44
H15 -2.6748 2.0621 -2.3654  0.36
H16 -5.7722 1.7567 2.8485  0.28

Results
- charge = -2
- spin multiplicity = 4
- LUMO level (spin up / spin down) (eV) = 4.677 / 4.676
- total energy (eV) = -95881.4048
- Kohn-Sham gap (spin up / spin down) (Eh) = 0.180 / 0.217
- ΔE to the lowest compared entry with this formula, charge and spin (eV) = 0.0037
- highest occupied orbital energy (spin up / spin down) (eV) = -0.209 / -1.226

Record 2
One molecule with the formula C4H6NOP. Source: the Open Molecules 2025 dataset; level of theory: ωB97M-V/def2-TZVPD.

Each line ends with the Mulliken charge.
Positions of all 13 atoms, in Å:
P1 1.2991 2.0242 -0.3399  -0.15
O1 1.4899 -1.8396 -0.0032  -0.18
N1 1.9277 -0.5941 -0.1262  -0.36
C1 0.9330 0.2467 -0.1884  0.19
C2 0.0630 -1.7457 0.0675  -0.68
C3 -1.7391 0.0401 -0.1298  -1.15
C4 -0.3845 -0.5182 0.0527  0.86
H1 -2.1294 0.7718 0.6253  0.31
H2 -1.8951 0.4909 -1.1954  0.26
H3 0.6124 2.5038 0.9000  0.05
H4 2.6405 2.0230 0.0796  0.07
H5 -2.6012 -0.6815 -0.0362  0.33
H6 -0.2166 -2.7214 0.2939  0.46

Results
- SMILES = Cc1conc1P
- LUMO level (eV) = 0.809
- total energy (eV) = -17068.6342
- Kohn-Sham gap (Eh) = 0.366
- ΔE to the lowest compared entry with this formula, charge and spin (eV) = 1.8914
- highest occupied orbital energy (eV) = -9.152

Record 3
C53H51GdN6PSi as an isolated structure. Source: the Open Molecules 2025 dataset; level of theory: ωB97M-V/def2-TZVPD.

Each line ends with the Mulliken charge.
Positions of all 113 atoms, in Å:
Gd1 -0.2464 0.1504 -0.9240  0.29
P1 0.4143 -3.2370 0.5926  2.79
Si1 -1.9327 3.0336 0.6402  0.66
N1 0.8374 0.2001 1.4906  1.09
N2 0.4130 3.0293 -1.0253  1.58
N3 0.5127 -1.1305 -2.9151  0.77
N4 -2.6643 0.8093 -3.3999  -0.79
N5 -2.0964 -1.7499 -0.4937  0.07
N6 2.1320 -0.3549 -0.8983  1.88
C1 -0.0769 3.6675 0.2141  -0.91
C2 -3.2520 -5.3206 -1.1842  -0.75
C3 2.8408 -0.1765 0.2352  0.11
C4 0.4977 -4.9685 4.9325  -0.64
C5 -0.6542 -4.4784 4.3968  -0.64
C6 -0.6945 -4.0362 3.0681  -0.54
C7 1.8927 -1.2254 -3.0788  1.14
C8 2.4179 -1.8150 -4.2230  -1.16
C9 2.7758 -0.6481 -2.0878  -0.31
C10 -2.1438 -3.2558 -0.5749  -0.65
C11 3.9501 -4.3741 -0.8453  -0.67
C12 -1.7989 0.6020 -2.6411  0.33
C13 0.1718 0.1089 2.6139  0.13
C14 -3.9185 3.4224 -1.4248  0.38
C15 -3.2174 3.3200 3.1039  -0.46
C16 0.4746 -3.9147 2.2970  0.36
C17 -4.4992 6.0064 -0.4967  -0.76
C18 0.7856 -0.1614 3.8559  -1.00
C19 1.6899 -4.7408 4.2322  -0.53
C20 -3.5181 3.7756 4.4078  -0.82
C21 1.6876 -4.3235 2.8729  -0.61
C22 2.5730 4.4638 -1.2015  -0.90
C23 -5.1446 5.4503 -1.6604  -0.48
C24 2.9179 -3.8222 -0.1312  -0.18
C25 -2.3213 -6.0175 -0.4588  -0.59
C26 -2.2207 1.2088 0.4899  -1.38
C27 0.1706 -2.4033 -4.9327  -1.19
C28 -1.3109 -5.3742 0.2358  -1.25
C29 2.1172 -0.4326 3.8334  -0.69
C30 0.6136 4.7786 -2.8200  -0.80
C31 4.1867 -0.4963 -2.2074  -1.06
C32 -4.8361 4.1567 -2.1658  -0.92
C33 -3.1864 -3.9008 -1.2182  -0.42
C34 1.5499 5.4986 -1.8052  -0.77
C35 -2.5982 4.5865 5.0863  -0.42
C36 -0.1453 3.6084 -2.2725  -0.31
C37 -1.1318 -3.9966 0.1048  0.13
C38 -0.2843 -1.6871 -3.8527  0.06
C39 -3.2374 3.9191 -0.3055  0.48
C40 1.6433 -4.3265 -0.2452  0.86
C41 1.8936 3.0857 -1.1144  -0.30
C42 1.5781 -2.4043 -5.1419  -0.57
C43 2.1915 -0.1473 1.4707  0.65
C44 -1.4357 5.0019 4.4047  -0.71
C45 -3.6128 5.2073 0.1863  -0.72
C46 2.4582 -6.0018 -1.7485  -0.63
C47 4.2883 -0.0302 0.1820  -0.98
C48 -1.2339 4.6328 3.0929  -0.36
C49 1.3991 -5.3947 -1.1090  -0.89
C50 4.9492 -0.3051 -1.0484  -1.14
C51 3.7446 -5.5001 -1.6513  -1.00
C52 2.8746 -0.3370 2.6535  -1.04
C53 -2.0665 3.7209 2.4411  0.31
H1 0.4687 -5.5014 5.8838  0.40
H2 2.6501 -5.0294 4.6634  0.42
H3 0.4038 -5.8587 -1.1918  0.43
H4 -0.1167 4.7405 -0.0117  -0.01
H5 -0.6771 5.5497 4.9975  0.34
H6 -4.3701 3.3659 4.9387  0.37
H7 -2.2987 -7.1368 -0.5118  0.36
H8 6.0548 -0.3973 -1.1393  0.45
H9 -1.5369 -4.4111 5.0907  0.35
H10 2.3292 2.5457 -0.2578  -0.23
H11 2.1273 2.5116 -2.0389  0.22
H12 0.9649 5.9869 -0.9826  0.13
H13 -4.7809 6.9682 -0.0780  0.42
H14 4.9271 0.0992 1.1014  0.36
H15 4.4841 -6.0046 -2.2498  0.41
H16 -0.1876 2.8078 -2.9936  0.12
H17 2.6141 -0.7686 4.7818  0.37
H18 -1.6570 -3.8833 2.5486  0.32
H19 3.9871 -0.3714 2.8218  0.25
H20 3.0814 -2.8219 0.4325  0.00
H21 -0.8974 0.3892 2.5583  0.03
H22 -0.4843 -3.0860 -5.5345  0.40
H23 -3.9887 -3.3345 -1.7559  0.43
H24 1.9662 -2.8333 -6.0156  0.54
H25 2.6089 -4.3099 2.2802  0.31
H26 -3.6467 2.4146 -1.8039  -0.16
H27 -2.2453 -1.4881 0.4997  0.22
H28 -5.9047 6.0448 -2.0595  0.45
H29 3.4933 -1.9646 -4.3119  0.38
H30 -3.9975 -5.9030 -1.7293  0.40
H31 -0.1074 5.4875 -3.3080  0.39
H32 2.0586 6.3294 -2.3527  0.52
H33 3.0180 4.8600 -0.2727  0.35
H34 1.2700 4.4541 -3.6492  0.36
H35 -2.7646 4.7404 6.1684  0.34
H36 2.3083 -6.8405 -2.4313  0.40
H37 -1.3212 -1.3673 -3.8902  0.35
H38 -2.5581 0.8284 1.4719  0.71
H39 -5.2944 3.7969 -3.1227  0.41
H40 3.4845 4.4830 -1.8775  0.38
H41 -0.5574 -5.9635 0.7179  0.82
H42 -1.2526 3.8927 -2.0858  -0.12
H43 4.9339 -3.8651 -0.7887  0.39
H44 -3.8769 2.7017 2.5458  0.48
H45 0.5993 3.5474 1.0842  0.61
H46 4.7001 -0.4658 -3.1537  0.67
H47 -2.8211 -1.4057 -1.0818  0.25
H48 0.1883 -0.3139 4.7925  0.45
H49 -3.1652 5.6495 1.0707  0.26
H50 -3.0035 1.0699 -0.2210  1.03
H51 -0.3733 5.1047 2.6203  0.38

Results
- charge = +1
- spin multiplicity = 8
- LUMO level (spin up / spin down) (eV) = -3.630 / -3.615
- total energy (eV) = -102724.1406
- Kohn-Sham gap (spin up / spin down) (Eh) = 0.229 / 0.238
- ΔE to the lowest compared entry with this formula, charge and spin (eV) = 0.0000
- highest occupied orbital energy (spin up / spin down) (eV) = -9.857 / -10.103

Record 4
One molecule with the formula C6H9N3O2S. Source: the Open Molecules 2025 dataset; level of theory: ωB97M-V/def2-TZVPD.

Each line ends with the Mulliken charge.
Positions of all 21 atoms, in Å:
S1 -1.6212 0.0924 -1.9245  -0.21
O1 -2.3516 1.3563 0.3268  -0.41
O2 -4.0899 -0.0241 0.7894  -0.56
N1 -0.7358 0.0468 0.7078  -0.11
N2 -0.1315 2.0731 -0.3713  -0.31
N3 1.5490 0.6266 0.5203  -0.49
C1 -1.7918 -0.8345 0.5341  -0.13
C2 1.2187 1.5331 -0.6353  -0.60
C3 -1.0246 1.0526 -0.1324  0.35
C4 -1.7485 -1.3751 -0.9202  -0.82
C5 -2.9124 0.1466 0.6572  0.37
C6 0.6396 -0.4737 0.4565  -0.55
H1 -2.6306 -2.0473 -1.0842  0.42
H2 0.9088 -0.9128 -0.4823  0.32
H3 -1.7085 -1.6965 1.1936  0.49
H4 0.7434 -1.2203 1.1859  0.47
H5 1.3354 1.1505 -1.6167  0.37
H6 1.5283 1.2392 1.2851  0.32
H7 -0.4969 2.6743 -1.0959  0.34
H8 -0.8175 -1.8301 -1.0791  0.42
H9 1.8812 2.4471 -0.4832  0.31

Results
- SMILES = O=C1O[C@@]23NCNCN2[C@@H]1CS3
- LUMO level (eV) = 0.644
- total energy (eV) = -25766.9596
- Kohn-Sham gap (Eh) = 0.341
- ΔE to the lowest compared entry with this formula, charge and spin (eV) = 1.9460
- highest occupied orbital energy (eV) = -8.638

Record 5
C9H25NNbO4 as an isolated structure. Source: the Open Molecules 2025 dataset; level of theory: ωB97M-V/def2-TZVPD.

Each line ends with the Mulliken charge.
Positions of all 40 atoms, in Å:
Nb1 3.8268 -1.0690 -0.0943  -0.85
O1 4.1623 0.2760 2.8129  -0.19
O2 -1.9827 2.4580 0.4456  -0.60
O3 -0.9795 -1.5018 -1.2604  -0.35
O4 3.4173 1.1797 3.7018  -0.40
N1 -3.5820 1.2076 -0.5001  -0.10
C1 -1.3617 -2.8074 -0.9220  -0.80
C2 -3.1074 2.0016 0.5016  0.91
C3 -4.8664 0.5639 -0.5997  -0.92
C4 -4.0193 2.2593 1.6842  -1.43
C5 1.4673 0.2509 -1.8110  -0.51
C6 -0.2725 -0.8399 -0.2179  -0.67
C7 3.8533 0.5830 1.4672  -0.60
C8 0.3373 0.4258 -0.7726  -0.25
C9 2.3077 -1.0330 -1.7018  -1.46
H1 0.4890 -1.5020 0.2087  0.61
H2 -4.9398 2.7614 1.3826  0.37
H3 2.7676 -1.2332 -2.6722  0.49
H4 -4.2943 1.3295 2.1836  0.36
H5 -5.4712 0.8180 0.2672  0.33
H6 1.6846 -1.9179 -1.5000  0.43
H7 -4.7741 -0.5241 -0.6321  0.28
H8 3.9829 1.9627 3.6421  0.32
H9 4.6168 1.2935 1.0975  0.38
H10 -5.4148 0.8817 -1.4897  0.31
H11 2.8730 1.0833 1.4397  0.37
H12 -0.5641 -3.5317 -1.1204  0.27
H13 5.5948 -1.4046 0.1715  0.10
H14 1.0329 0.3102 -2.8144  0.34
H15 4.2273 -2.8227 -0.4336  0.06
H16 -0.9727 -0.5775 0.5891  0.35
H17 3.0770 -1.9015 1.4122  0.06
H18 -2.2386 -3.0631 -1.5191  0.24
H19 0.6779 1.0203 0.0798  0.29
H20 -1.6340 -2.8894 0.1385  0.34
H21 4.8198 -0.1143 -1.3729  0.01
H22 -2.9062 1.0410 -1.2317  0.22
H23 2.1142 1.1303 -1.7216  0.32
H24 -0.4781 1.0041 -1.2138  0.08
H25 -3.4704 2.8913 2.3756  0.32

Results
- charge = -1
- LUMO level (eV) = 2.392
- total energy (eV) = -20960.9638
- Kohn-Sham gap (Eh) = 0.240
- highest occupied orbital energy (eV) = -4.130

Record 6
An isolated ion of composition C9H17N2O and charge +1. Source: the Open Molecules 2025 dataset; level of theory: ωB97M-V/def2-TZVPD.

Each line ends with the Mulliken charge.
Positions of all 29 atoms, in Å:
O1 0.7812 -2.3717 -1.1354  -0.57
N1 0.4138 -1.7918 -0.1647  0.66
N2 0.8826 -1.0550 0.7293  -0.03
C1 2.1241 -0.4326 1.0418  -0.62
C2 -2.7745 -0.2944 1.0044  -0.27
C3 -0.8165 -1.5555 0.5445  -0.36
C4 -3.8898 0.6248 0.7397  -1.34
C5 4.1132 0.8458 0.2724  -1.44
C6 -1.8085 -0.6439 0.1055  0.77
C7 -1.7865 -0.1389 -1.3143  -0.73
C8 -0.7971 1.0048 -1.5497  -0.96
C9 2.7504 0.3075 -0.1432  -0.05
H1 4.5635 1.3860 -0.5567  0.38
H2 2.8029 -1.2260 1.3850  0.34
H3 2.1023 1.1335 -0.4397  0.20
H4 -1.0153 1.4766 -2.5046  0.42
H5 -4.4129 0.8862 1.6541  0.37
H6 -4.6078 0.1532 0.0625  0.36
H7 -0.9948 -2.1950 1.3997  0.45
H8 2.8668 -0.3713 -0.9905  0.39
H9 -0.8737 1.7589 -0.7688  0.33
H10 -3.5477 1.5312 0.2391  0.35
H11 4.0199 1.5288 1.1136  0.37
H12 -2.7207 -0.7214 1.9974  0.37
H13 0.2284 0.6428 -1.5931  0.15
H14 4.7782 0.0328 0.5521  0.37
H15 1.9492 0.2477 1.8784  0.30
H16 -2.7878 0.2016 -1.5725  0.42
H17 -1.5427 -0.9648 -1.9864  0.36

Results
- charge = +1
- SMILES = C/C=C(\CC)[C@@H]1N(CCC)[N+]1=O
- LUMO level (eV) = -4.946
- total energy (eV) = -14624.7327
- Kohn-Sham gap (Eh) = 0.329
- ΔE to the lowest compared entry with this formula, charge and spin (eV) = 5.1383
- highest occupied orbital energy (eV) = -13.910